66
Properties=species:S:1:pos:R:3:nbo_charge:R:1 method="wB97M-V/def2-TZVPD" total_energy_ev=-53507.582 lumo_ev="-2.571 / -6.772" fmax_ha_per_bohr=0.0677 charge=+1 multiplicity=5
O -1.0016 0.3988 -2.1188 -0.57
C 0.3694 0.6429 -2.4838 -0.08
C 0.0276 1.9903 -3.1939 -0.45
H 0.6554 -0.1749 -3.1297 0.25
H 1.0216 0.6760 -1.5886 0.13
C -1.3757 1.7592 -2.4663 0.26
H -0.0466 2.1402 -4.3040 0.23
H 0.5622 2.8348 -2.6903 0.20
C -2.6365 1.7262 -3.2791 -0.63
H -2.5713 0.9495 -4.0625 0.24
H -2.7802 2.7007 -3.7651 0.22
H -3.4991 1.5685 -2.6134 0.21
C -1.2521 2.8266 -1.4054 -0.62
H -0.2342 2.9241 -0.9901 0.19
H -1.8974 2.7669 -0.5398 0.18
H -1.4536 3.7894 -1.8975 0.24
Pd -0.0265 0.2572 1.5150 0.95
C 0.5208 2.3055 2.7174 -0.17
C 1.4387 1.2577 3.0024 -0.23
C 2.0487 0.8497 1.7501 -0.25
H 1.6746 0.8432 3.9798 0.29
C 1.5550 1.7344 0.7175 -0.21
C 0.5712 2.5855 1.3178 -0.25
H -0.0176 3.3459 0.8129 0.26
H -0.1005 2.8150 3.4524 0.25
H 2.7638 0.0404 1.6218 0.32
H 1.8983 1.7236 -0.3157 0.27
C -1.8439 0.2744 3.0168 -0.24
C -2.1711 1.5481 2.4363 -0.13
C -2.5548 1.3390 1.1019 -0.14
H -2.1980 2.5028 2.9653 0.25
C -2.2511 -0.0094 0.7439 -0.24
C -2.0026 -0.7146 1.9826 -0.16
H -2.0021 -1.7856 2.1240 0.29
H -1.6446 0.0631 4.0652 0.28
H -3.1210 2.0449 0.4841 0.26
H -2.3330 -0.4629 -0.2406 0.30
O -0.1432 -0.7964 -4.4220 -0.55
C -0.4226 0.0602 -5.5373 -0.06
C 0.0945 -0.5552 -6.8464 -0.43
H 0.1368 1.0136 -5.4892 0.16
H -1.4924 0.3080 -5.5470 0.19
C 1.0782 -1.6184 -6.3729 -0.44
H 0.6231 0.2092 -7.4358 0.22
H -0.7386 -0.9558 -7.4399 0.22
C 0.8902 -1.7613 -4.8545 -0.08
H 2.0991 -1.2673 -6.5514 0.21
H 0.9173 -2.5563 -6.9028 0.23
H 1.8280 -1.5330 -4.3087 0.17
H 0.5635 -2.7709 -4.5647 0.20
O 3.7839 -0.6775 4.4601 -0.93
S 3.3666 -1.9743 3.9858 2.29
O 4.3356 -3.0332 3.9061 -0.89
N 2.4572 -1.8017 2.6204 -0.84
C 1.1697 -2.1215 2.7280 0.62
O 0.3002 -1.9433 1.8078 -0.71
C 0.8467 -2.6083 4.0884 -0.18
C -0.4193 -2.8278 4.6510 -0.19
C -0.5032 -2.9987 6.0394 -0.20
C 0.6517 -2.9269 6.8392 -0.18
C 1.9071 -2.7094 6.2641 -0.19
C 1.9693 -2.5148 4.8938 -0.24
H -1.2995 -2.8594 3.9948 0.21
H -1.4754 -3.1778 6.5056 0.23
H 0.5609 -3.0145 7.9197 0.23
H 2.8223 -2.6644 6.8462 0.24

66
Properties=species:S:1:pos:R:3:nbo_charge:R:1 method="wB97M-V/def2-TZVPD" total_energy_ev=-75721.696 lumo_ev="-4.872 / -4.125" fmax_ha_per_bohr=0.0465 charge=+1 multiplicity=2
O -2.3163 -2.6113 -2.2424 -0.61
C -2.1716 -4.1060 -2.3344 -0.06
C -3.4283 -4.3419 -3.1056 -0.46
H -2.2411 -4.5492 -1.3414 0.23
H -1.2707 -4.4215 -2.8651 0.19
C -3.5234 -2.8251 -3.0864 0.30
H -4.1819 -4.8322 -2.4890 0.23
H -3.3152 -4.7932 -4.0929 0.23
C -4.8029 -2.3747 -2.4403 -0.64
H -4.8727 -2.7674 -1.4238 0.23
H -5.6464 -2.7641 -3.0261 0.24
H -4.8816 -1.2886 -2.4118 0.21
C -3.3160 -2.2585 -4.4750 -0.63
H -2.4211 -2.6890 -4.9405 0.22
H -3.2282 -1.1682 -4.4688 0.20
H -4.1842 -2.5102 -5.1008 0.24
V -0.9124 -0.8814 -1.0899 1.39
C 0.9414 -0.1083 -1.9728 -0.33
C 1.3729 -1.0816 -1.0063 -0.17
C 0.8782 -2.3624 -1.4019 -0.33
H 2.0668 -0.9077 -0.1915 0.28
C 0.1716 -2.1909 -2.6376 -0.17
C 0.1820 -0.8035 -2.9848 -0.36
H -0.2119 -0.3871 -3.9103 0.27
H 1.2218 0.9419 -1.9879 0.30
H 1.1067 -3.3156 -0.9226 0.29
H -0.1355 -2.9798 -3.3080 0.25
C -1.6329 1.5398 -0.4968 -0.14
C -1.7067 1.1723 -1.8717 -0.30
C -2.6751 0.1193 -1.9918 -0.33
H -1.2241 1.6728 -2.7113 0.26
C -3.1075 -0.2380 -0.6496 -0.33
C -2.4496 0.6511 0.2603 -0.16
H -2.6488 0.6849 1.3304 0.28
H -1.1587 2.4434 -0.1331 0.28
H -3.1427 -0.1789 -2.9214 0.25
H -3.9005 -0.9370 -0.3959 0.28
O -3.6237 -4.5650 1.3904 -0.53
C -2.6033 -3.6395 0.9675 -0.10
C -1.2474 -4.3716 0.8580 -0.48
H -2.5155 -2.8170 1.7023 0.21
H -2.9268 -3.1694 0.0209 0.16
C -1.4647 -5.7171 1.5626 -0.43
H -0.4796 -3.8171 1.4089 0.27
H -0.8918 -4.4823 -0.1757 0.18
C -2.9443 -5.6937 1.9844 -0.07
H -0.8342 -5.7729 2.4576 0.22
H -1.2337 -6.5745 0.9248 0.21
H -3.0249 -5.5928 3.0836 0.18
H -3.4811 -6.6056 1.6928 0.19
O 1.0176 1.9259 0.3765 -0.61
C 0.7717 1.0325 1.2101 0.66
N 0.0295 -0.1181 0.9302 -0.97
S -0.1285 -1.1094 2.2083 2.32
O -1.5080 -1.2139 2.6401 -0.92
O 0.6294 -2.3299 2.0311 -0.93
C 0.7585 -0.0815 3.2926 -0.32
C 0.9775 -0.3291 4.6433 -0.16
C 1.7302 0.6125 5.3523 -0.17
C 2.1876 1.7760 4.7076 -0.19
C 1.9003 2.0224 3.3607 -0.16
C 1.2042 1.0508 2.6325 -0.14
H 0.5723 -1.2306 5.0969 0.24
H 1.9693 0.4261 6.4009 0.24
H 2.7809 2.4870 5.2826 0.23
H 2.2132 2.9342 2.8587 0.24